ORCA calculation (ωB97M-V with the def2-TZVPD basis set) on a 2-piece molecular cluster, C9H14F3N2 overall in a non-equilibrium geometry.

Energy above the lowest of the compared OMol25 structures with the same formula, charge and spin: 0.0 kcal per mole
Frontier orbital gap: 9.864 eV
LUMO level: -2.98 eV
Strongest force on any atom: 3.76 eV Å⁻¹
HOMO level: -0.4720 hartree

Geometry as ORCA input:
```
! wB97M-V def2-TZVPD RIJCOSX def2/J DEFGRID3
* xyz 1 1
C 1.049 0.057 1.629
H -2.498 0.457 0.186
C -2.622 -0.108 -0.822
C 1.428 -1.304 -0.817
H 1.408 -1.972 -1.626
C -2.341 0.836 -1.943
H 0.132 -2.775 0.072
C 0.487 -1.128 1.434
C 1.909 -0.056 -0.785
H -2.845 1.805 -1.994
F -0.998 1.301 -1.668
H -3.324 -1.980 -0.073
C -2.981 -1.353 -0.930
H 0.804 2.438 1.050
F 2.411 0.640 -1.773
F -2.212 0.208 -3.138
H -0.217 0.538 2.878
C 1.886 0.730 0.516
N 0.639 0.962 2.588
N 1.306 2.143 0.197
H 1.671 -2.827 0.849
H 1.486 1.041 3.196
H -3.150 -1.854 -1.992
H 2.098 2.744 -0.210
H 2.927 0.927 0.882
H 0.523 2.126 -0.423
C 0.928 -2.037 0.391
H 0.096 -1.561 2.327
*
```



ORCA calculation (ωB97M-V with the def2-TZVPD basis set) on C9H14F6MnN2O11S2 as an isolated structure in a non-equilibrium geometry.

Frontier orbital gap (spin up / spin down): 7.828 / 7.663 eV
LUMO level (spin up / spin down): 1.92 / 1.40 eV
Strongest force on any atom: 8.67 eV Å⁻¹
HOMO level (spin up / spin down): -0.2172 / -0.2303 hartree

Geometry as ORCA input:
```
! wB97M-V def2-TZVPD RIJCOSX def2/J DEFGRID3
* xyz -1 7
C 2.150 0.173 0.799
H 3.380 1.088 3.546
H -0.964 -2.722 2.410
O -2.180 3.509 -2.354
H 4.164 0.159 2.359
H -3.021 0.514 1.480
O 3.699 -1.080 -2.583
F 1.768 -0.030 -5.703
O -0.499 -2.220 -1.916
O -1.046 -3.058 -3.607
N 2.079 0.375 2.094
H -0.114 0.622 2.241
O -1.735 -1.067 -2.866
C -2.376 -0.295 1.104
O 1.375 -0.022 -2.689
C -1.619 -2.553 1.555
H -4.247 -2.434 2.522
H -0.998 -2.468 0.663
C 3.258 0.174 2.964
C 2.841 -0.202 -4.995
O -1.645 -0.146 0.117
N -2.606 -1.443 1.750
F 3.489 0.977 -4.834
H -4.260 -0.742 2.989
O -0.586 1.892 -1.437
S 2.418 -0.888 -3.287
C 0.846 0.779 2.734
C -3.607 -1.588 2.775
O 1.182 0.197 0.005
F -0.575 3.341 1.191
H 1.014 1.838 2.928
O 1.840 -2.176 -3.500
C -1.640 3.568 0.435
Mn -0.353 -0.119 -1.585
H 3.234 -0.754 3.535
H 3.174 -0.020 0.444
F 3.624 -1.065 -5.598
O 0.041 4.242 -1.672
H -3.168 -1.623 3.773
H 0.802 0.190 3.651
H -2.228 -3.411 1.269
S -1.040 3.247 -1.448
C -1.348 -2.206 -2.800
F -2.583 2.656 0.856
F -1.943 4.791 0.686
*
```



ORCA calculation (ωB97M-V with the def2-TZVPD basis set) on C9H14GaN7O4Te4 as an isolated structure in a non-equilibrium geometry.

Frontier orbital gap: 5.809 eV
LUMO level: -0.31 eV
Strongest force on any atom: 4.57 eV Å⁻¹
HOMO level: -0.2249 hartree

Geometry as ORCA input:
```
! wB97M-V def2-TZVPD RIJCOSX def2/J DEFGRID3
* xyz 0 1
H 3.310 -0.499 -1.814
Te -2.371 -1.418 3.891
C 3.928 -0.596 2.487
N 0.652 -2.029 1.697
O -1.549 -0.863 -3.454
H -0.039 -0.903 -1.809
N 2.269 -1.009 0.394
C -2.480 0.904 -2.197
H -2.148 3.178 -0.154
C -2.144 -0.544 -2.438
N 2.730 -1.411 2.644
O -3.777 0.825 -4.862
Te -0.896 0.568 4.147
H 1.835 -2.631 4.112
H 3.246 -0.789 0.335
H 0.447 -2.403 2.613
H 1.466 -0.898 4.270
Te -0.302 1.242 1.805
Ga -1.429 -0.469 0.304
C 1.559 -0.887 -0.771
H -3.030 4.127 -2.340
H 4.461 -0.573 3.432
H 3.066 -1.529 4.693
N 2.329 -0.700 -1.880
H 4.608 -1.033 1.750
C 2.238 -1.625 3.996
O -2.367 -1.266 -1.392
C -3.444 1.863 -4.382
O -3.571 3.017 -5.082
C 1.817 -1.522 1.623
C -2.802 3.085 -2.177
N 0.276 -0.958 -0.843
N -2.179 1.331 -0.989
Te -2.745 -1.976 1.507
H 1.875 -0.464 -2.745
H -3.268 3.782 -4.585
C -2.894 1.985 -3.010
N -2.371 2.651 -0.984
H 3.694 0.437 2.209
*
```



ORCA calculation (ωB97M-V with the def2-TZVPD basis set) on a 2-piece molecular cluster, C9H14IN2O5P3S overall in a non-equilibrium geometry.

Frontier orbital gap: 8.614 eV
LUMO level: -0.63 eV
Strongest force on any atom: 3.27 eV Å⁻¹
HOMO level: -0.3396 hartree

Geometry as ORCA input:
```
! wB97M-V def2-TZVPD RIJCOSX def2/J DEFGRID3
* xyz 0 1
S -0.382 -3.734 2.175
C -1.111 0.827 -2.124
C 0.769 4.106 -0.844
H -2.244 -3.638 3.662
C -0.656 2.340 -1.963
P 3.009 1.474 -1.590
N -2.698 4.023 -2.689
H 1.397 -5.035 1.270
H -0.316 0.240 -2.680
C 0.651 -5.205 2.046
H -1.651 1.349 2.079
C -1.481 -4.387 3.447
O 4.384 1.626 -1.014
H -1.960 -5.301 3.092
H 0.117 2.537 -2.780
C -1.853 3.325 -2.316
H 3.160 3.485 -2.536
N 1.295 5.098 -1.131
I -0.704 5.332 1.729
C -1.648 -0.579 0.184
P 1.440 1.548 -0.034
O 2.765 2.619 -2.787
H 1.155 -5.382 2.998
C 0.046 2.714 -0.586
O -1.172 -3.630 0.914
O 2.897 -0.055 -2.333
C -1.604 0.138 -0.812
H 2.030 -0.005 -2.801
H -0.909 -4.590 4.354
H -2.013 0.837 -2.826
H -1.596 -1.276 1.090
P -1.228 3.080 0.832
H 0.039 -6.067 1.778
H 0.979 0.194 0.079
O -0.907 1.994 2.114
*
```



ORCA calculation (ωB97M-V with the def2-TZVPD basis set) on an isolated ion of composition C9H14N and charge +1 in a non-equilibrium geometry.

Energy above the lowest of the compared OMol25 structures with the same formula, charge and spin: 193.2 kcal per mole
Frontier orbital gap: 8.970 eV
LUMO level: -5.50 eV
Strongest force on any atom: 3.99 eV Å⁻¹
HOMO level: -0.5319 hartree

Geometry as ORCA input:
```
! wB97M-V def2-TZVPD RIJCOSX def2/J DEFGRID3
* xyz 1 1
H 2.967 -1.158 -1.373
H 1.990 -1.891 0.154
C 0.024 0.143 0.461
N -1.027 -0.825 -0.235
C 0.094 2.672 0.620
H -1.744 -1.156 -2.254
H -0.675 -1.796 -0.239
H -0.571 3.520 0.588
C -0.486 1.513 0.552
C -1.642 -0.397 -1.493
H -1.550 1.710 0.735
H 0.938 0.528 -1.547
C -3.667 -0.719 0.084
H 1.093 3.056 0.306
H -1.682 0.746 -1.712
H 1.131 0.043 2.264
H 0.682 -1.633 1.665
H -0.465 -0.584 2.635
C 1.222 0.082 -0.517
C -2.448 -0.694 -0.198
C 1.954 -1.318 -0.776
C 0.300 -0.508 1.806
H 1.493 -2.006 -1.483
H 2.068 0.672 -0.044
*
```



ORCA calculation (ωB97M-V with the def2-TZVPD basis set) on C9H14N2PSTl as an isolated structure in a non-equilibrium geometry.

Energy above the lowest of the compared OMol25 structures with the same formula, charge and spin: 16.6 kcal per mole
Frontier orbital gap: 4.031 eV
LUMO level: -0.91 eV
Strongest force on any atom: 1.25 eV Å⁻¹
HOMO level: -0.1816 hartree

Geometry as ORCA input:
```
! wB97M-V def2-TZVPD RIJCOSX def2/J DEFGRID3
* xyz 0 1
C 0.818 0.095 -3.495
S 1.048 0.286 0.349
C -1.251 1.105 -3.720
C -0.843 2.168 3.173
H -1.499 2.964 3.478
N 0.379 0.342 2.969
H 0.692 -1.319 4.195
P -0.044 -3.622 -0.565
C 0.981 -0.973 3.198
H 1.753 1.828 -2.402
H -2.291 1.283 -3.989
C -0.529 -0.098 -3.971
H -0.901 -0.993 -4.463
C 0.533 1.018 1.780
H 1.145 -3.986 -1.284
Tl -1.404 -1.095 0.767
H -0.212 2.926 1.270
H 1.642 -0.616 -3.571
C -0.390 2.006 -3.028
C 0.895 1.394 -2.911
H 2.072 -0.879 3.158
H -1.018 -4.170 -1.466
N -0.158 2.191 1.970
H 0.675 -1.697 2.424
H -0.633 3.017 -2.714
H -0.867 0.549 4.704
H -0.057 -4.712 0.368
C -0.541 0.987 3.777
*
```



ORCA calculation (ωB97M-V with the def2-TZVPD basis set) on C9H14N2PYb as an isolated structure in a non-equilibrium geometry.

Energy above the lowest of the compared OMol25 structures with the same formula, charge and spin: 63.7 kcal per mole
Frontier orbital gap (spin up / spin down): 4.935 / 4.825 eV
LUMO level (spin up / spin down): -0.12 / -0.71 eV
Strongest force on any atom: 3.83 eV Å⁻¹
HOMO level (spin up / spin down): -0.1856 / -0.2034 hartree

Geometry as ORCA input:
```
! wB97M-V def2-TZVPD RIJCOSX def2/J DEFGRID3
* xyz 0 2
H -0.122 -0.931 -4.871
H 2.962 -0.305 2.715
H 1.759 -2.595 1.830
C -1.296 -0.128 2.605
N -1.580 0.539 0.225
C -2.591 1.160 -0.543
H 2.053 -2.675 -0.944
C -2.072 0.425 1.447
H -4.611 1.782 0.027
P 0.094 0.402 -4.239
C 3.173 -0.720 -0.682
H -2.446 1.397 -1.571
H -3.890 0.894 2.384
N -3.308 0.887 1.552
C -3.670 1.357 0.297
H -0.342 -0.458 2.215
Yb -0.309 1.035 -1.678
H -1.119 1.229 -4.358
H -1.131 0.646 3.368
H 3.551 -0.556 -1.692
C 2.300 -1.861 1.183
C 2.979 -0.682 1.676
C 3.599 -0.026 0.529
H 4.252 0.872 0.584
H 1.236 1.147 -4.853
C 2.361 -1.863 -0.267
H -1.836 -0.969 3.059
*
```



ORCA calculation (ωB97M-V with the def2-TZVPD basis set) on an isolated ion of composition C9H14N3 and charge +1 in a non-equilibrium geometry.

Energy above the lowest of the compared OMol25 structures with the same formula, charge and spin: 74.6 kcal per mole
SMILES: C[C@H]1C=Cc2c(cn(C)[n+]2N)C1
Frontier orbital gap: 9.073 eV
LUMO level: -3.60 eV
Strongest force on any atom: 5.57 eV Å⁻¹
HOMO level: -0.4658 hartree

Geometry as ORCA input:
```
! wB97M-V def2-TZVPD RIJCOSX def2/J DEFGRID3
* xyz 1 1
C -0.061 1.629 0.760
C 0.531 -1.622 -1.734
N -1.634 0.100 0.622
H 2.571 -0.886 0.353
H 2.406 -0.604 -2.510
C 1.450 0.733 -1.283
H 0.389 2.365 1.327
H -1.408 -2.169 -1.097
H -2.702 -1.493 0.537
H -1.503 2.864 2.595
H 3.810 -1.339 -0.817
H 2.478 -2.399 -0.491
C -1.899 1.793 2.288
C 2.751 -1.298 -0.550
N -2.626 -0.636 1.256
C 1.806 -0.693 -1.582
C -0.621 -1.343 -1.172
H -3.011 1.920 2.148
C 0.320 0.760 -0.265
N -1.193 1.268 1.247
H 0.693 -2.420 -2.460
H -1.764 1.092 3.173
H 1.087 1.188 -2.230
H -3.492 -0.023 1.216
C -0.684 -0.252 -0.300
H 2.305 1.467 -1.031
*
```